Entry 1:
Formula: C20H23N3O3
Source: the OMol25 dataset
Level of theory: wB97M-V/def2-TZVPD

```
! RIJCOSX wB97M-V def2-TZVPD def2/J DEFGRID3
* xyz 0 1
C 5.435 2.417 0.144
C 4.638 1.933 1.349
O 3.625 1.013 0.984
C 3.969 -0.178 0.436
C 5.169 -0.848 0.652
C 5.375 -2.109 0.122
C 4.395 -2.726 -0.634
C 3.205 -2.062 -0.878
C 2.989 -0.796 -0.360
N 1.793 -0.100 -0.641
C 0.517 -0.560 -0.144
C -0.505 0.384 -0.804
C -1.665 0.700 0.136
O -1.755 1.775 0.697
N -2.580 -0.279 0.335
C -2.554 -1.608 -0.223
C -3.664 -0.034 1.272
C -5.002 -0.006 0.586
C -6.093 -0.712 1.075
C -7.300 -0.645 0.399
C -7.365 0.123 -0.754
N -6.332 0.798 -1.231
C -5.189 0.738 -0.577
C 0.323 1.629 -1.122
C 1.760 1.147 -1.182
O 2.701 1.736 -1.656
H 4.743 2.700 -0.646
H 6.043 3.273 0.421
H 6.082 1.630 -0.237
H 5.295 1.506 2.119
H 4.083 2.764 1.793
H 5.944 -0.395 1.250
H 6.312 -2.613 0.306
H 4.559 -3.710 -1.044
H 2.442 -2.519 -1.491
H 0.361 -1.610 -0.406
H 0.483 -0.468 0.951
H -0.881 -0.050 -1.734
H -3.581 -1.942 -0.378
H -2.060 -2.310 0.457
H -2.045 -1.632 -1.183
H -3.653 -0.805 2.051
H -3.464 0.939 1.732
H -5.999 -1.304 1.976
H -8.167 -1.179 0.755
H -8.281 0.206 -1.323
H -4.373 1.312 -0.997
H 0.033 2.123 -2.047
H 0.233 2.355 -0.308
*
```

SMILES   CCOc1ccccc1N1C[C@@H](C(=O)N(C)Cc2cccnc2)CC1=O
LUMO level   0.50 eV
Energy above the lowest of the compared OMol25 structures with the same formula, charge and spin   33.39 kcal per mole

=====

Entry 2:
Formula: C18H20N4O7S2
Source: the OMol25 dataset
Level of theory: wB97M-V/def2-TZVPD

```
! RIJCOSX wB97M-V def2-TZVPD def2/J DEFGRID3
* xyz 0 1
O -6.158 -1.531 -0.908
C -4.921 -1.837 -1.257
O -4.459 -1.825 -2.533
C -3.979 -2.345 -0.397
C -4.228 -1.443 1.194
C -3.592 0.090 0.702
N -2.369 0.378 0.758
N -1.353 -0.637 1.063
C -0.140 -0.076 1.157
C 0.223 1.163 0.868
C 1.671 1.235 0.922
C 2.639 0.530 1.317
S 4.304 0.898 1.214
O 4.940 0.102 2.321
O 4.434 2.429 1.579
N 4.817 0.665 -0.073
C 4.344 1.644 -1.519
C 5.241 1.145 -2.522
O 5.219 -0.051 -2.824
C 5.861 -0.876 -1.849
C 4.933 -0.793 -0.783
C 2.254 -0.886 1.314
C 0.849 -1.288 1.493
N 0.666 -2.797 1.575
O 1.518 -3.465 1.724
O -0.443 -2.888 1.454
C -4.362 1.104 0.734
C -5.945 1.305 0.657
C -6.377 2.492 0.213
C -5.331 3.321 0.192
S -3.843 2.829 0.358
H -5.269 -1.760 -3.172
H -4.190 -3.309 0.063
H -3.003 -2.006 -0.767
H -5.165 -1.159 1.191
H -3.742 -1.740 1.899
H -1.756 -1.444 1.324
H -0.465 1.841 0.814
H 1.969 2.460 1.191
H 4.450 2.517 -0.906
H 3.339 1.198 -1.703
H 4.851 2.050 -3.391
H 6.280 1.905 -2.251
H 5.853 -1.739 -2.374
H 6.817 -0.585 -1.671
H 5.450 -1.286 0.181
H 3.943 -1.304 -0.899
H 2.986 -1.568 1.770
H -6.316 0.224 0.478
H -7.234 2.662 0.077
H -5.211 4.455 -0.001
*
```

SMILES   O=C(O)CC/C(=N\Nc1ccc(S(=O)(=O)N2CCOCC2)cc1[N+](=O)[O-])c1cccs1
LUMO level   -0.45 eV

=====

Entry 3:
Formula: C4H12NO2P
Source: the OMol25 dataset
Level of theory: wB97M-V/def2-TZVPD

```
! RIJCOSX wB97M-V def2-TZVPD def2/J DEFGRID3
* xyz 0 1
C -1.471 -0.700 -1.100
C -0.916 1.875 -0.373
C 2.110 -1.780 0.163
C -0.786 0.292 -0.140
N -1.130 0.037 1.229
O 1.836 0.751 1.282
O 2.254 0.872 -1.110
P 1.500 0.106 -0.165
H -2.425 -0.326 -1.348
H -1.774 -1.598 -0.602
H -0.840 -0.896 -1.965
H -1.864 2.159 0.004
H -0.181 2.379 0.220
H -0.639 2.285 -1.388
H 1.152 -2.390 -0.190
H 2.812 -2.127 -0.481
H 2.386 -1.990 1.104
H -1.496 0.903 1.479
H -1.993 -0.540 1.211
H 1.466 0.688 2.171
*
```

LUMO level   0.73 eV
Energy above the lowest of the compared OMol25 structures with the same formula, charge and spin   47.26 kcal per mole

=====

Entry 4:
Formula: C6H10FN2
Source: the OMol25 dataset
Level of theory: wB97M-V/def2-TZVPD

```
! RIJCOSX wB97M-V def2-TZVPD def2/J DEFGRID3
* xyz 1 1
C -4.009 -0.223 0.299
C -2.960 0.334 0.488
C 0.113 -1.197 -0.312
C -0.245 -1.605 0.936
C 0.884 1.182 -0.015
C 1.214 2.433 -0.685
N 0.499 0.137 -0.638
N 0.320 -1.945 -1.398
F -1.866 1.000 0.683
H -4.909 -0.811 0.349
H -0.255 -1.042 1.725
H -0.583 -2.631 1.076
H 1.082 1.217 1.059
H 1.866 3.116 0.028
H 0.135 2.961 -0.830
H 1.666 2.473 -1.699
H 0.603 0.257 -1.668
H 0.215 -2.959 -1.282
H 0.276 -1.524 -2.279
*
```

LUMO level   -4.90 eV
Energy above the lowest of the compared OMol25 structures with the same formula, charge and spin   120.93 kcal per mole

=====

Entry 5:
Formula: C4H10N3
Source: the OMol25 dataset
Level of theory: wB97M-V/def2-TZVPD

```
! RIJCOSX wB97M-V def2-TZVPD def2/J DEFGRID3
* xyz 1 1
N -0.047 -0.753 -2.629
C 0.284 -0.294 -1.382
N 1.547 -0.426 -1.039
N -0.650 0.078 -0.419
C -0.311 0.765 0.773
C -1.181 0.571 1.989
C 0.243 0.121 1.963
H 0.601 -1.350 -3.034
H -0.933 -0.409 -2.846
H 2.099 -0.818 -1.796
H 1.751 -0.212 -0.026
H -1.611 0.081 -0.626
H -0.031 1.777 0.414
H -1.975 -0.214 1.716
H -1.366 1.536 2.499
H 0.992 0.550 2.466
H 0.590 -1.003 1.977
*
```

SMILES   NC(N)=[NH+]C1CC1
LUMO level   -3.16 eV
Energy above the lowest of the compared OMol25 structures with the same formula, charge and spin   39.53 kcal per mole

=====

Entry 6:
Formula: C27H27N5O6
Source: the OMol25 dataset
Level of theory: wB97M-V/def2-TZVPD

```
! RIJCOSX wB97M-V def2-TZVPD def2/J DEFGRID3
* xyz 0 1
O -2.335 -1.025 -3.735
C -2.678 -1.093 -2.571
C -1.639 -1.258 -1.459
C -2.252 -1.021 -0.066
C -3.564 -1.806 0.050
N -4.154 -1.795 1.400
C -4.962 -2.816 1.854
O -5.064 -3.906 1.309
C -5.588 -2.442 3.104
C -6.439 -3.134 3.970
C -6.879 -2.497 5.138
C -6.468 -1.185 5.424
C -5.619 -0.501 4.540
C -5.184 -1.144 3.377
C -4.320 -0.738 2.276
O -3.757 0.345 2.211
C -4.512 -1.334 -1.069
O -5.715 -1.199 -0.911
N -4.022 -1.139 -2.328
H -1.229 -2.270 -1.518
H -0.820 -0.552 -1.628
H -2.436 0.052 0.065
H -1.560 -1.344 0.714
H -3.323 -2.849 -0.184
H -6.749 -4.149 3.734
H -7.541 -3.020 5.823
H -6.813 -0.693 6.330
H -5.300 0.518 4.748
H -4.659 -0.858 -3.061
C 8.187 0.359 -2.744
N 7.004 0.468 -1.892
C 5.761 0.149 -2.280
O 5.505 -0.198 -3.427
C 4.649 0.317 -1.230
C 3.255 -0.171 -1.675
C 2.182 -0.016 -0.638
C 1.833 -0.937 0.290
N 0.882 -0.403 1.138
C 0.551 0.887 0.782
C -0.340 1.829 1.315
C -0.434 3.094 0.711
C 0.354 3.396 -0.415
C 1.236 2.437 -0.946
C 1.364 1.161 -0.357
N 4.596 1.673 -0.650
C 4.613 2.863 -1.256
C 4.666 2.986 -2.767
O 4.593 3.878 -0.580
H 7.965 0.740 -3.744
H 9.014 0.931 -2.321
H 8.483 -0.689 -2.831
H 7.126 0.819 -0.955
H 4.937 -0.348 -0.416
H 3.323 -1.224 -1.951
H 2.946 0.375 -2.565
H 2.271 -1.925 0.374
H 0.502 -0.893 1.935
H -0.947 1.587 2.175
H -1.114 3.836 1.109
H 0.284 4.374 -0.872
H 1.830 2.683 -1.812
H 4.470 1.737 0.348
H 3.978 2.287 -3.233
H 4.380 4.000 -3.042
H 5.679 2.794 -3.113
*
```

SMILES   O=C1CC[C@@H](N2C(=O)c3ccccc3C2=O)C(=O)N1.CNC(=O)[C@H](Cc1c[nH]c2ccccc12)NC(C)=O
LUMO level   -0.61 eV
Energy above the lowest of the compared OMol25 structures with the same formula, charge and spin   9.05 kcal per mole

=====

Entry 7:
Formula: C15H31Br3Cs2F2LiN5O5S2
Source: the OMol25 dataset
Level of theory: wB97M-V/def2-TZVPD

```
! RIJCOSX wB97M-V def2-TZVPD def2/J DEFGRID3
* xyz 0 1
C 3.847 -2.252 2.316
C 3.080 -0.994 2.989
C 2.809 0.044 1.807
C 2.482 1.558 2.282
C 1.328 1.682 3.399
C -0.151 1.835 2.840
C -0.537 0.857 1.637
S -0.443 -0.888 2.364
O 0.137 1.032 0.336
S -0.869 1.870 -0.738
O -0.610 3.337 -1.019
O -0.848 1.152 -2.059
O -2.372 1.837 0.045
C -2.111 0.889 1.145
Br -2.443 -0.868 0.204
C -3.251 1.299 2.204
C -4.473 0.227 2.055
N -4.461 -0.804 2.868
H 4.406 -1.934 1.272
H 3.087 -3.076 2.045
H 4.653 -2.620 3.022
H 3.776 -0.593 3.796
H 2.099 -1.379 3.429
H 2.040 -0.418 1.112
H 3.801 0.098 1.196
H 3.477 1.977 2.767
H 2.298 2.198 1.335
H 1.549 2.650 3.984
H 1.415 0.849 4.172
H -0.852 1.561 3.710
H -0.435 2.899 2.544
H -0.954 -0.690 3.643
H -2.946 1.245 3.291
H -3.603 2.359 2.000
H -5.339 0.368 1.302
H -5.299 -1.377 2.639
N 2.073 4.875 0.440
H 2.903 4.289 0.265
H 1.823 4.836 1.442
H 2.277 5.848 0.176
H 1.280 4.526 -0.123
N 1.024 -3.297 -0.992
C 2.385 -3.452 -1.000
C 2.674 -4.617 -1.666
C 1.443 -5.185 -2.079
C 0.442 -4.348 -1.652
H 0.529 -2.532 -0.567
H 3.029 -2.722 -0.532
H 3.662 -5.016 -1.837
H 1.304 -6.104 -2.629
H -0.630 -4.409 -1.760
Br 5.721 -1.629 0.437
Li -1.089 4.075 1.156
Br -0.461 -0.361 -3.863
Cs -4.974 -0.828 -0.994
F 5.137 0.421 4.120
Cs 5.114 2.443 2.888
C -5.108 -0.484 -6.802
O -5.408 -0.314 -5.628
N -4.064 -1.259 -7.184
N -5.795 0.091 -7.822
H -3.800 -1.410 -8.140
H -3.529 -1.701 -6.455
H -6.576 0.674 -7.578
H -5.565 -0.034 -8.791
F -0.164 1.701 -4.884
*
```

LUMO level   -2.83 eV

=====

Entry 8:
Formula: H2I2NP
Source: the OMol25 dataset
Level of theory: wB97M-V/def2-TZVPD

```
! RIJCOSX wB97M-V def2-TZVPD def2/J DEFGRID3
* xyz 0 1
N -0.854 0.056 0.216
P 0.495 -0.046 -0.880
I 1.704 -2.016 0.150
I 1.461 1.998 0.128
H -1.333 -0.922 0.334
H -1.472 0.931 0.052
*
```

SMILES   NP(I)I
LUMO level   -0.57 eV
Energy above the lowest of the compared OMol25 structures with the same formula, charge and spin   7.80 kcal per mole

=====

Entry 9:
Formula: C17H31N3O3
Source: the OMol25 dataset
Level of theory: wB97M-V/def2-TZVPD

```
! RIJCOSX wB97M-V def2-TZVPD def2/J DEFGRID3
* xyz 0 1
C -3.787 0.509 -0.707
C -3.466 1.501 0.408
O -2.135 1.975 0.403
C -1.818 2.850 -0.657
C -0.468 3.520 -0.373
C 0.544 2.534 0.212
N 0.663 1.355 -0.611
C 1.823 0.728 -0.854
O 2.909 1.126 -0.478
C 1.698 -0.538 -1.724
C 1.961 -0.166 -3.194
C 0.561 0.104 -3.742
C -0.272 -0.964 -3.042
N 0.368 -1.106 -1.744
C -0.346 -1.554 -0.666
O -1.519 -1.874 -0.775
N 0.343 -1.630 0.504
C -0.331 -1.884 1.759
C -0.529 -0.589 2.558
C 0.795 -0.043 3.088
C 1.504 -1.092 3.938
C 1.753 -2.357 3.122
C 0.438 -2.918 2.586
H -3.750 0.989 -1.682
H -4.790 0.120 -0.557
H -3.088 -0.325 -0.690
H -3.578 1.012 1.379
H -4.159 2.356 0.362
H -2.599 3.618 -0.759
H -1.772 2.300 -1.610
H -0.092 3.951 -1.301
H -0.606 4.323 0.351
H 0.214 2.251 1.217
H 1.535 2.988 0.278
H -0.203 0.884 -0.825
H 2.448 -1.258 -1.371
H 2.629 0.689 -3.275
H 2.410 -1.012 -3.714
H 0.514 0.022 -4.825
H 0.230 1.102 -3.451
H -1.323 -0.698 -2.912
H -0.229 -1.916 -3.585
H 1.272 -1.250 0.562
H -1.310 -2.290 1.481
H -1.190 -0.803 3.400
H -1.021 0.153 1.925
H 0.606 0.852 3.685
H 1.444 0.250 2.259
H 2.452 -0.695 4.306
H 0.883 -1.337 4.803
H 2.242 -3.111 3.743
H 2.428 -2.128 2.294
H -0.191 -3.223 3.425
H 0.629 -3.799 1.970
*
```

SMILES   CCOCCCNC(=O)[C@@H]1CCCN1C(=O)NC1CCCCC1
LUMO level   0.86 eV
Energy above the lowest of the compared OMol25 structures with the same formula, charge and spin   2.10 kcal per mole

=====

Entry 10:
Formula: C20H15AuBrN4O3S
Source: the OMol25 dataset
Level of theory: wB97M-V/def2-TZVPD

```
! RIJCOSX wB97M-V def2-TZVPD def2/J DEFGRID3
* xyz 3 3
Au 0.878 0.387 -1.686
O 1.788 1.588 0.284
S 0.847 1.052 1.276
O -0.224 1.896 1.711
N 0.205 -0.158 0.303
C -0.553 -1.201 0.552
C -1.022 -1.613 1.828
C -1.804 -2.741 1.952
C -2.142 -3.497 0.835
C -1.693 -3.134 -0.472
C -2.013 -3.891 -1.615
C -1.534 -3.491 -2.836
C -0.740 -2.345 -2.907
N -0.429 -1.610 -1.844
C -0.900 -1.997 -0.634
C 1.684 0.330 2.592
C 2.794 -0.478 2.335
C 3.450 -1.037 3.413
C 3.007 -0.780 4.709
C 1.908 0.036 4.946
C 1.226 0.601 3.881
H -0.761 -1.027 2.699
H -2.160 -3.043 2.927
H -2.754 -4.383 0.949
H -2.623 -4.781 -1.520
H -1.751 -4.050 -3.736
H -0.335 -2.025 -3.858
H 3.142 -0.650 1.325
H 4.317 -1.663 3.251
H 3.535 -1.215 5.547
H 1.591 0.243 5.958
H 0.374 1.248 4.041
O 2.792 1.595 -3.245
N 2.410 0.617 -2.899
Br -2.538 6.223 -3.354
C -1.674 4.684 -2.970
C -1.404 4.358 -1.623
C -0.726 3.174 -1.386
N -0.336 2.359 -2.382
C -0.610 2.674 -3.663
C -1.276 3.827 -4.021
H -1.700 5.001 -0.805
H -0.481 2.881 -0.371
H -0.287 1.979 -4.428
H -1.478 4.058 -5.059
*
```

LUMO level (spin up / spin down)   -11.70 / -14.17 eV
Energy above the lowest of the compared OMol25 structures with the same formula, charge and spin   39.49 kcal per mole

=====

Entry 11:
Formula: C8H9BrCl2FIN4O
Source: the OMol25 dataset
Level of theory: wB97M-V/def2-TZVPD

```
! RIJCOSX wB97M-V def2-TZVPD def2/J DEFGRID3
* xyz 0 1
C -1.619 3.947 0.928
C -0.937 3.377 -0.188
C -1.465 2.154 -1.053
N -0.725 0.872 -0.867
C -1.475 -0.307 -0.658
Br -3.393 -0.608 -0.558
N -0.597 -1.474 -0.533
C 0.679 -0.811 -0.684
N 1.807 -1.551 -0.637
I 3.746 -0.913 -0.758
C 1.611 -3.016 -0.477
Cl 1.669 -4.047 -1.985
C 1.389 -3.644 0.759
C 1.362 -2.841 2.131
Cl 1.169 -5.462 0.742
N 0.626 0.600 -0.871
O 1.519 1.568 -1.077
H -1.961 3.343 1.822
H -1.756 5.084 0.907
H 0.052 3.860 -0.520
H -1.393 2.479 -2.159
H -2.585 2.048 -0.838
H 0.306 -2.499 2.434
H 1.666 -3.598 2.945
H 2.126 -1.997 2.181
H 1.602 1.779 -2.039
F -3.421 1.657 1.053
*
```

LUMO level   -1.93 eV